DFT (ωB97M-V/def2-TZVPD) results for a 8-piece molecular cluster, C11H29Cl6F6N3O5S overall at a distorted geometry.

XYZ file:
```
61
Properties=species:S:1:pos:R:3:nbo_charge:R:1
H 3.579 0.319 -1.878 0.23
C -2.605 2.808 2.507 0.90
C -4.457 -1.491 -0.494 -0.41
C 0.900 3.230 5.347 -0.64
F -0.192 2.196 -0.490 -0.28
H 3.324 -1.927 1.341 0.44
F -3.634 2.060 2.913 -0.28
O 0.164 -1.458 -1.493 -1.00
H -3.561 -0.228 0.866 0.18
H -5.141 -2.005 0.181 0.23
S 0.061 -0.419 -0.465 2.29
N -1.323 -1.490 2.833 -0.88
H 1.884 3.423 5.772 0.24
F -2.837 4.111 2.768 -0.28
H 2.263 -0.697 1.512 0.48
H 1.124 -4.721 -2.122 0.47
H -0.015 -4.484 -1.043 0.44
C -1.260 2.293 3.064 0.75
C 3.679 -1.821 -1.949 -0.39
H 0.771 -3.120 -1.467 0.49
H 2.981 -2.126 -1.171 0.18
H -1.977 -2.140 3.251 0.44
H -0.754 1.654 -4.553 0.22
C -4.234 -0.047 0.026 -0.39
H 1.570 3.747 3.359 0.22
H 1.380 2.071 3.437 0.17
F -2.595 2.788 1.162 -0.31
N 2.986 -1.233 1.996 -0.86
H 2.495 -1.824 2.657 0.41
O -1.077 -0.580 0.467 -1.00
Cl -5.652 0.724 0.732 -0.01
F -1.479 1.118 -1.882 -0.28
C 0.944 2.989 3.831 -0.08
O 1.356 -0.318 0.254 -1.06
Cl 2.709 -1.927 -3.450 -0.05
H -3.516 -2.030 -0.600 0.20
C -0.140 0.040 -5.840 -0.40
H -1.446 -0.584 3.278 0.48
C 4.353 -0.448 -1.904 -0.35
C -0.266 1.251 -1.375 0.80
H 1.020 1.580 -4.844 0.22
H 0.205 -0.060 -6.868 0.24
H -3.736 0.555 -0.732 0.23
H 4.964 -0.172 -2.762 0.26
H 3.704 -0.778 2.546 0.46
H 0.239 4.077 5.532 0.24
H 4.449 -2.563 -2.159 0.24
H -0.428 -1.918 3.036 0.40
H -1.233 -1.458 1.816 0.47
Cl -0.271 2.484 -6.704 -0.05
F 0.610 1.479 -2.400 -0.30
H 1.512 -4.189 -0.548 0.42
Cl -1.745 -0.684 -5.761 -0.05
O -1.060 1.110 3.347 -0.66
C 0.031 1.439 -5.276 -0.38
H 0.400 -0.582 -5.124 0.19
N 0.884 -4.124 -1.340 -0.87
H 0.419 2.430 5.911 0.22
Cl 5.274 -0.236 -0.296 -0.11
O -0.337 3.266 3.283 -0.45
Cl -5.265 -1.358 -2.033 -0.02
```

Output
HOMO-LUMO gap	6.550	eV
HOMO energy	-13.80	eV
calculated total energy	-128844.890	eV
energy relative to the best compared isomer or geometry (same formula, charge and spin)	21.8	kcal per mole
charge	+2